Entry 1:
43
Properties=species:S:1:pos:R:3:nbo_charge:R:1 method="wB97M-V/def2-TZVPD" total_energy_ev=-25528.1417 charge=+1
C -4.048 1.035 -1.390 -0.40
N -2.707 1.049 -0.886 -0.35
C -1.755 0.121 -1.240 0.00
C -0.672 0.225 -0.387 -0.16
C 0.267 -0.935 -0.040 -0.08
C 1.511 -0.419 0.710 -0.05
C 2.072 0.867 0.674 -0.21
C 3.008 1.203 1.673 -0.19
C 3.344 0.246 2.642 -0.20
C 2.892 -1.081 2.579 -0.19
C 1.980 -1.388 1.578 -0.21
C -0.980 1.346 0.562 -0.02
C -0.501 1.883 1.769 -0.23
C -1.202 2.882 2.485 -0.21
C -2.450 3.327 2.031 -0.19
C -3.037 2.726 0.910 -0.25
C -2.258 1.847 0.166 0.14
H -4.552 1.941 -1.059 0.22
H -4.022 1.016 -2.484 0.21
H -4.613 0.164 -1.018 0.21
H -1.899 -0.630 -2.009 0.21
H -0.321 -1.427 0.772 0.24
H 1.737 1.611 -0.061 0.24
H 3.349 2.248 1.750 0.23
H 4.091 0.505 3.384 0.23
H 3.134 -1.858 3.317 0.23
H 1.532 -2.380 1.577 0.19
H 0.413 1.518 2.234 0.22
H -0.790 3.307 3.414 0.23
H -2.972 4.108 2.579 0.23
H -4.081 2.935 0.660 0.23
C 0.854 -0.772 -3.321 -0.67
C 1.055 -1.790 -2.245 0.47
N 0.696 -1.926 -0.954 -0.29
C 1.030 -3.220 -0.544 -0.04
C 1.487 -3.900 -1.597 -0.04
N 1.508 -2.985 -2.636 -0.47
H 0.811 0.228 -2.875 0.27
H 1.727 -0.868 -4.009 0.25
H -0.061 -1.055 -3.894 0.26
H 0.879 -3.538 0.458 0.25
H 1.744 -4.943 -1.705 0.26
H 1.799 -3.219 -3.569 0.44

=====

Entry 2:
80
Properties=species:S:1:pos:R:3:mulliken_charge:R:1 method="wB97M-V/def2-TZVPD" total_energy_ev=-46201.3770 charge=0
C -3.519 -2.577 -1.098 -1.08
C -3.827 -1.721 0.126 0.76
O -5.241 -1.647 0.276 -0.60
C -3.204 -2.251 1.418 -0.87
O -1.837 -2.545 1.263 -0.51
P -0.691 -1.461 1.953 0.87
H -3.196 -1.972 -1.944 0.16
H -2.718 -3.281 -0.867 0.26
H -4.416 -3.129 -1.380 0.39
H -3.436 -0.705 -0.040 0.06
H -5.455 -1.121 1.058 0.32
H -3.759 -3.135 1.755 0.29
H -3.334 -1.474 2.193 0.46
H -1.282 -0.379 1.272 -0.16
H 0.275 -2.291 1.377 -0.01
H -1.143 -1.725 3.258 -0.10
H 0.316 -0.568 2.498 -0.20
C 2.175 -1.496 5.563 -0.62
C 2.146 -2.865 4.916 -0.36
O 1.745 -2.829 3.552 -0.46
H 1.196 -1.019 5.485 0.22
H 2.441 -1.578 6.618 0.39
H 2.910 -0.856 5.072 -0.01
H 1.409 -3.505 5.405 0.29
H 3.119 -3.357 5.020 0.28
H 2.363 -2.273 3.062 0.28
C 5.369 0.759 3.069 -1.18
C 4.201 0.764 2.104 -0.21
O 3.057 0.087 2.628 -0.45
H 5.649 -0.261 3.332 0.28
H 6.233 1.253 2.623 0.39
H 5.116 1.299 3.984 0.33
H 4.451 0.222 1.191 0.32
H 3.942 1.791 1.827 0.24
H 2.788 0.535 3.439 0.24
C 0.643 -0.619 -3.949 -1.08
C -0.524 -0.986 -3.056 -0.01
O -1.668 -1.414 -3.784 -0.56
H 0.367 0.161 -4.658 0.29
H 1.484 -0.262 -3.351 0.33
H 0.987 -1.486 -4.518 0.34
H -0.863 -0.113 -2.494 0.09
H -0.229 -1.746 -2.323 0.26
H -1.438 -2.208 -4.277 0.30
C -5.308 -2.470 6.563 -1.06
C -5.558 -1.981 5.151 -0.27
O -4.394 -1.432 4.544 -0.45
H -4.927 -1.661 7.186 0.26
H -6.230 -2.848 7.006 0.35
H -4.581 -3.286 6.568 0.34
H -6.284 -1.167 5.150 0.31
H -5.971 -2.788 4.535 0.26
H -3.719 -2.118 4.504 0.25
C 4.046 2.131 -6.922 -1.06
C 3.209 1.094 -6.202 -0.26
O 1.838 1.136 -6.596 -0.49
H 3.633 3.125 -6.754 0.26
H 5.076 2.104 -6.565 0.35
H 4.065 1.936 -7.998 0.32
H 3.192 1.292 -5.130 0.23
H 3.614 0.088 -6.346 0.37
H 1.779 0.961 -7.541 0.24
C -0.249 2.217 0.190 -0.76
C 0.838 3.006 0.893 -0.35
O 1.258 2.354 2.084 -0.45
H -1.126 2.115 0.830 0.23
H -0.544 2.680 -0.752 0.40
H 0.135 1.217 -0.031 0.14
H 0.484 3.993 1.192 0.36
H 1.688 3.155 0.216 0.24
H 1.601 1.483 1.840 0.16
C -0.435 4.086 -4.433 -0.93
C 0.076 4.608 -5.764 -0.31
O 1.206 3.897 -6.230 -0.41
H 0.353 4.129 -3.681 0.23
H -1.283 4.679 -4.085 0.40
H -0.770 3.050 -4.526 0.27
H 0.406 5.644 -5.665 0.27
H -0.732 4.597 -6.505 0.26
H 1.011 2.955 -6.326 0.26

=====

Entry 3:
66
Properties=species:S:1:pos:R:3:nbo_charge:R:1 method="wB97M-V/def2-TZVPD" total_energy_ev=-64946.3909 charge=0
O 6.468 0.087 -0.145 -0.63
O 4.499 1.126 4.894 -0.64
O -1.242 2.976 -2.721 -0.88
O -0.582 0.665 -2.301 -0.90
Cl -3.844 3.600 -4.189 0.07
N -4.567 1.149 -5.007 -0.43
O -2.601 -3.867 -3.672 -0.49
C 5.678 -0.093 0.764 0.66
C 5.009 0.915 3.800 0.66
C -3.723 1.858 -4.293 0.35
C -4.780 -1.326 -5.332 -0.18
C -4.267 -2.582 -4.974 -0.29
C -2.594 -1.508 -3.598 -0.29
C -4.429 2.652 0.430 -0.22
C -3.641 0.439 0.987 -0.23
C -3.569 2.686 -0.668 -0.17
C -2.782 0.462 -0.117 -0.12
C -4.197 -0.172 -4.812 0.05
C -3.167 -2.686 -4.094 0.30
C -3.112 -0.260 -3.961 0.18
C -4.479 1.528 1.261 0.02
C -2.753 1.585 -0.955 -0.35
N 6.317 0.635 3.707 -0.61
N 5.016 0.953 1.268 -0.63
N -2.799 1.050 -3.663 -0.64
C -3.173 -5.097 -4.137 -0.25
C 5.492 -1.500 1.304 -0.72
C -5.418 1.511 2.435 -0.64
C 7.212 0.489 4.853 -0.41
C 0.955 -0.398 0.770 -0.61
C 1.936 0.400 3.600 -0.61
C 2.086 0.586 1.095 -0.40
C 2.871 0.235 2.386 -0.21
C 4.187 1.071 2.492 -0.12
S -1.707 1.605 -2.447 2.25
H -5.630 -1.236 -6.001 0.23
H -4.743 -3.461 -5.393 0.22
H -1.738 -1.586 -2.936 0.25
H -5.061 3.509 0.640 0.22
H -3.658 -0.438 1.627 0.22
H -3.541 3.575 -1.296 0.25
H -2.146 -0.397 -0.323 0.23
H 6.710 0.540 2.783 0.40
H 5.196 1.812 0.769 0.41
H -2.637 -5.941 -3.695 0.20
H -3.093 -5.175 -5.226 0.18
H -4.226 -5.174 -3.847 0.18
H 6.353 -2.099 1.012 0.25
H 5.407 -1.509 2.387 0.22
H 4.596 -1.930 0.860 0.24
H -6.432 1.770 2.113 0.23
H -5.447 0.521 2.901 0.22
H -5.089 2.237 3.184 0.23
H 6.758 -0.174 5.592 0.22
H 7.375 1.464 5.316 0.21
H 8.170 0.073 4.538 0.21
H 1.319 -1.424 0.835 0.20
H 0.608 -0.220 -0.243 0.23
H 0.114 -0.262 1.449 0.20
H 1.006 -0.147 3.458 0.20
H 1.712 1.454 3.763 0.21
H 2.398 -0.013 4.495 0.23
H 2.755 0.570 0.236 0.21
H 1.674 1.593 1.177 0.20
H 3.135 -0.820 2.342 0.20
H 3.858 2.110 2.522 0.23